Here is C20H11MnN5O4S2 as an isolated structure from OMol25. Energies are from the ωB97M-V functional and the def2-TZVPD basis.

The calculated total energy is -89548.730 eV. Its expectation value of S² is 0.796. Its gap between HOMO and LUMO (spin up / spin down) is 4.1 / 4.0 eV. The HOMO energy (spin up / spin down) comes out at -0.2914 / -0.2914 hartree.

```
! wB97M-V def2-TZVPD RIJCOSX def2/J DEFGRID3
* xyz 0 2
Mn 0.38 0.90 -1.11
N -1.64 0.42 -1.24
C -2.25 0.28 0.07
C -3.53 -0.14 0.28
C -4.03 -0.25 1.59
C -3.24 0.06 2.66
C -1.91 0.51 2.47
C -1.04 0.87 3.53
C 0.22 1.30 3.23
C 0.63 1.37 1.89
N -0.15 1.03 0.89
C -1.42 0.61 1.16
H -1.74 -0.44 -1.76
H -2.13 1.13 -1.79
H -4.16 -0.39 -0.57
H -5.04 -0.60 1.74
H -3.62 -0.03 3.67
H -1.38 0.79 4.55
H 0.92 1.58 4.01
H 1.62 1.71 1.63
S 0.21 3.09 -1.35
C 0.93 3.40 -2.82
C 1.18 4.75 -3.22
N 1.38 5.84 -3.54
C 1.21 2.34 -3.70
S 0.87 0.77 -3.25
C 1.72 2.60 -5.01
N 2.12 2.81 -6.06
O 1.93 -4.68 2.36
C 1.91 -4.81 1.13
O 2.06 -5.77 0.37
C 1.56 -3.50 0.43
C 0.35 -3.36 -0.26
C 0.00 -2.14 -0.79
N 0.78 -1.05 -0.71
C 1.97 -1.20 -0.11
C 2.40 -2.38 0.46
C 2.79 0.05 -0.05
O 3.89 0.11 0.44
O 2.15 1.10 -0.54
H -0.31 -4.21 -0.36
H -0.95 -2.06 -1.30
H 3.35 -2.41 0.97
*
```